{"formula": "C24H25N2O2PtSi", "method": "ωB97M-V/def2-TZVPD", "symbols": ["N", "C", "C", "H", "C", "H", "C", "H", "C", "H", "C", "C", "C", "H", "C", "H", "H", "H", "H", "H", "C", "C", "H", "O", "N", "H", "H", "C", "H", "H", "Si", "H", "O", "C", "H", "H", "C", "H", "C", "H", "H", "C", "C", "H", "Pt", "C", "H", "C", "H", "C", "C", "H", "C", "C", "C"], "xyz": [[0.297000, 0.759100, 1.961000], [4.799500, 1.318400, -4.216700], [-0.886800, 1.295500, 2.563900], [5.777200, 1.588400, -4.593900], [-0.692900, 1.068900, -3.865200], [-0.678000, 1.777700, 3.531500], [3.120600, -1.375500, 2.814000], [-0.290900, 1.066000, -4.875400], [4.314800, -1.851600, 2.335800], [4.384300, -0.176300, -0.617100], [-1.451400, 2.315500, 1.563000], [2.248100, 0.605500, -3.282900], [-3.468700, -1.463600, -2.182900], [3.182000, -1.231500, -2.724100], [4.767200, -1.426800, 1.081300], [-4.989000, -1.757000, -3.646400], [-4.679300, 2.185200, -2.079000], [-5.712000, 0.608000, -3.648600], [3.904100, 3.186000, -4.751600], [-0.682400, 3.070800, 1.360900], [2.344100, -0.457600, 2.092500], [-3.286300, 0.773400, -1.272500], [-0.641100, -2.132800, -3.075600], [-1.811000, -0.985800, -0.598200], [-1.723400, 1.572400, 0.368600], [4.898400, -2.553500, 2.917400], [1.092200, -2.353600, -3.075300], [1.094700, -0.015800, 2.612000], [2.750100, -1.726300, 3.771600], [1.679800, 2.562200, -3.920500], [0.489700, 0.114200, -2.639300], [-3.134600, -2.489400, -2.198000], [2.223100, 0.908900, 0.115600], [4.588600, 0.079300, -3.637300], [0.297100, -1.641000, -4.469600], [-1.652000, 0.559100, -3.885500], [-2.818500, 1.685900, -0.281700], [-3.509400, 2.506000, -0.024300], [0.296600, -1.683100, -3.383200], [0.837200, -0.353800, 3.629000], [5.414700, -0.615500, -3.548500], [3.745200, 2.210100, -4.309500], [2.820700, 0.020800, 0.819100], [-0.874500, 2.099700, -3.572300], [0.086000, 0.452800, -0.336100], [-4.922900, 0.277500, -2.988200], [-1.647200, 0.515100, 2.722100], [-4.494300, -1.053600, -2.987700], [5.691500, -1.826500, 0.684800], [-2.769700, -0.572600, -1.313400], [4.046500, -0.521700, 0.350500], [-2.352600, 2.814100, 1.953800], [3.330200, -0.263000, -3.177800], [2.492500, 1.855100, -3.843500], [-4.339300, 1.156100, -2.112300]], "forces_ev_per_a": [[0.3, -1.1, 0.4], [0.1, 0.1, 0.0], [-0.6, 0.3, 0.3], [0.1, 0.0, 0.0], [0.4, -0.2, 0.8], [0.0, -0.1, -0.1], [-0.2, 0.1, 0.0], [0.2, -0.1, -0.2], [0.3, -0.3, 0.2], [0.0, 0.0, 0.0], [-0.1, 0.2, 0.2], [-0.5, 0.0, 0.7], [0.1, -0.2, -0.1], [0.0, -0.2, 0.1], [-0.1, 0.0, 0.1], [0.1, -0.1, 0.0], [0.0, 0.1, 0.1], [-0.1, 0.0, 0.0], [0.0, 0.0, 0.0], [0.0, -0.1, 0.1], [0.7, -0.4, -0.8], [0.1, -0.5, -0.3], [-0.2, 0.0, 0.2], [0.9, 0.1, 0.2], [-1.0, -0.1, -0.4], [0.0, 0.0, 0.0], [0.2, -0.1, 0.1], [-0.9, 0.8, 0.0], [0.0, 0.0, 0.1], [-0.1, 0.1, 0.0], [-0.7, -0.3, -0.6], [0.1, -0.2, 0.0], [-1.3, 0.0, -1.1], [0.2, -0.1, -0.1], [0.1, 0.2, -0.2], [-0.2, -0.1, 0.1], [0.2, 0.6, 0.7], [0.0, 0.0, 0.0], [0.1, 0.7, 0.7], [0.1, 0.2, 0.0], [0.0, -0.1, 0.0], [0.1, 0.2, -0.1], [0.0, -0.5, 0.5], [0.0, 0.2, 0.1], [2.7, -0.5, -0.9], [-0.3, 0.2, -0.1], [0.1, 0.1, 0.0], [0.0, 0.0, -0.1], [0.1, 0.0, 0.0], [-0.6, 0.4, -0.2], [0.1, 0.3, 0.0], [0.1, -0.1, 0.0], [-0.1, -0.2, 0.0], [-0.2, 0.0, 0.0], [0.1, 0.0, 0.0]], "lowdin_charge": [-0.076, -0.116, -0.230, 0.090, -0.224, 0.114, -0.075, 0.016, -0.133, 0.096, -0.233, -0.279, -0.039, 0.094, -0.103, 0.092, 0.101, 0.082, 0.092, 0.117, -0.163, -0.174, -0.005, -0.162, -0.113, 0.084, 0.002, -0.104, 0.100, 0.091, 0.537, 0.102, -0.197, -0.111, 0.019, 0.003, -0.122, 0.123, -0.207, 0.130, 0.095, -0.107, -0.390, 0.008, 0.880, -0.139, 0.124, -0.117, 0.094, -0.433, -0.021, 0.109, -0.127, -0.110, -0.081], "homo_ev": -4.00, "total_charge": -1, "e_tot_ha": -1598.390705}

{"formula": "C24H25N3O3", "method": "ωB97M-V/def2-TZVPD", "symbols": ["H", "H", "H", "H", "C", "C", "H", "H", "C", "C", "H", "C", "H", "C", "H", "C", "N", "H", "H", "C", "H", "C", "H", "H", "H", "O", "C", "C", "H", "H", "C", "H", "N", "C", "C", "H", "O", "H", "C", "C", "C", "H", "C", "C", "H", "C", "H", "N", "O", "C", "H", "H", "C", "C", "C"], "xyz": [[-6.061124, 3.438614, 0.217427], [1.631398, 3.946473, -0.392695], [1.005170, -1.753294, 0.549442], [3.588058, 0.264146, -1.940919], [3.135332, -0.704790, -1.741616], [4.076062, 0.200324, 1.387555], [2.194302, -3.736794, 0.220652], [3.946244, 3.105287, -0.234988], [-6.859846, 0.166440, 0.338956], [2.429862, -2.985376, -0.534379], [2.657327, -1.057523, -2.670839], [0.184932, 0.957072, -0.351095], [5.085909, -1.213013, -0.884031], [4.497786, 1.144179, 0.450866], [-0.857029, 2.764021, -0.876401], [-7.035064, 1.529422, 0.334291], [2.126577, -0.572495, -0.711741], [0.622358, -1.987932, -1.181832], [-7.708632, -0.493129, 0.427428], [4.212140, -1.715221, -1.298296], [7.811014, 0.425746, 0.483199], [2.291769, 1.884730, -0.509551], [7.034458, -1.262235, 2.108099], [-8.024898, 1.950353, 0.419003], [-3.112123, -1.076573, 0.014234], [-6.597868, -2.525413, 0.360750], [0.011271, 2.458543, -0.295245], [-5.438189, -1.853830, 0.237701], [-3.792842, 2.471498, 0.025337], [6.200899, 1.965183, -0.559916], [1.431154, -1.811826, -0.454542], [4.525491, -2.318243, -2.166309], [-3.207704, -0.055741, 0.004097], [6.326920, -0.587840, 1.648997], [-0.979225, 0.156711, -0.215816], [-6.412129, -3.476855, 0.358564], [-4.386966, -2.467253, 0.144678], [1.270659, 3.133300, -1.921476], [6.762220, 0.359033, 0.735687], [-4.460436, 0.450732, 0.112857], [-5.585025, -0.403793, 0.229534], [-0.918391, -0.933390, -0.201036], [1.511034, 0.642334, -0.524996], [4.983299, -0.656555, 1.978968], [2.380011, -3.459998, -1.526847], [-5.925216, 2.366996, 0.220169], [4.642834, -1.382459, 2.701814], [-2.129985, 0.726640, -0.111038], [3.741086, -2.560106, -0.274797], [1.336459, 2.998065, -0.838332], [-0.146364, 2.784747, 0.735147], [3.034158, 0.161051, 1.664807], [-4.662751, 1.840858, 0.112006], [3.562901, 2.095363, -0.137682], [5.858021, 1.224877, 0.150165]], "forces_ev_per_a": [[0.0, 0.1, 0.0], [0.0, 0.0, 0.0], [-0.1, 0.0, 0.0], [0.0, -0.1, -0.1], [0.1, -0.2, -0.2], [0.1, 0.1, 0.0], [-0.1, 0.0, -0.1], [-0.1, 0.1, 0.0], [0.1, 0.1, 0.0], [-0.1, -0.1, -0.1], [0.0, 0.1, 0.0], [1.0, 0.6, -0.1], [0.0, 0.0, -0.1], [0.3, -0.2, 0.2], [0.0, 0.1, 0.0], [-0.2, 0.1, 0.0], [0.0, -0.1, 0.2], [0.0, 0.0, 0.1], [-0.1, 0.0, 0.0], [0.2, 0.1, -0.2], [0.1, 0.0, 0.0], [0.5, 0.6, 0.1], [0.1, -0.1, 0.0], [-0.1, 0.0, 0.0], [-0.1, 0.4, 0.0], [-0.4, 0.0, 0.0], [0.0, 0.0, 0.0], [0.3, -0.6, 0.0], [0.0, 0.1, 0.0], [0.0, 0.1, 0.0], [0.1, 0.0, 0.1], [0.0, 0.1, 0.1], [0.2, -1.3, 0.0], [0.0, -0.1, 0.0], [-1.1, -0.8, 0.0], [0.2, 0.2, 0.0], [-0.1, 0.1, 0.0], [0.0, 0.0, 0.0], [0.1, 0.0, 0.0], [-0.4, 0.1, 0.0], [0.0, 0.3, 0.0], [0.0, 0.1, 0.0], [-0.8, -0.3, -0.1], [0.1, -0.1, 0.1], [0.0, 0.0, 0.1], [0.0, -0.2, 0.0], [0.0, -0.1, 0.0], [0.7, 0.5, 0.0], [-0.1, -0.1, 0.2], [0.0, 0.0, 0.0], [-0.1, 0.1, 0.0], [-0.1, 0.0, 0.0], [0.1, 0.1, 0.0], [-0.4, 0.1, -0.2], [-0.1, 0.0, 0.0]], "lowdin_charge": [0.105, 0.115, 0.128, 0.121, -0.106, -0.034, 0.127, 0.121, -0.026, -0.178, 0.129, -0.140, 0.101, -0.239, 0.106, -0.092, -0.083, 0.123, 0.114, -0.168, 0.101, -0.174, 0.101, 0.098, 0.124, 0.102, -0.137, -0.467, 0.098, 0.112, -0.131, 0.125, 0.022, -0.091, -0.090, 0.132, 0.071, 0.124, -0.095, -0.168, -0.083, 0.104, -0.150, -0.077, 0.124, -0.075, 0.107, 0.057, -0.131, -0.122, 0.123, 0.120, -0.018, -0.006, -0.051], "homo_ev": -6.93, "relative_energy_ev": 3.295, "smiles": "O=C(O)c1ccccc1N/N=C/C1=C(N2CCOCC2)C(=C\\c2ccccc2)/CC1", "e_tot_ha": -1319.497019}

{"formula": "C24H25N3O5", "method": "ωB97M-V/def2-TZVPD", "symbols": ["H", "H", "C", "H", "H", "C", "N", "O", "O", "H", "C", "O", "O", "H", "C", "H", "H", "H", "C", "C", "C", "C", "O", "C", "H", "H", "C", "C", "H", "N", "H", "H", "H", "H", "C", "C", "H", "C", "C", "C", "C", "H", "H", "C", "C", "H", "H", "H", "C", "H", "C", "H", "C", "C", "H", "N", "C"], "xyz": [[2.807440, -0.508729, 3.005353], [4.199294, -1.918594, 0.452152], [-0.720282, 0.171533, -0.527885], [-3.347567, -0.196970, 1.562748], [0.452338, 2.839886, -0.912288], [4.230475, 0.246093, -1.420219], [1.179490, 1.417421, 0.385042], [2.570462, -1.161515, 2.319983], [2.151194, 1.612686, 2.481049], [4.377510, -0.676894, -1.943639], [-3.498142, -0.109949, -0.586825], [2.279073, -4.445655, -0.324109], [-4.840984, -0.238875, -0.729116], [2.691625, 3.798727, -1.751595], [0.827679, 2.791554, 0.112898], [-7.380569, 0.283137, -0.589932], [-3.305911, 0.003953, -2.705736], [-7.986243, 0.011382, 1.824731], [-7.082606, -0.609320, -0.037586], [0.784724, 0.322348, -0.480305], [3.435548, -5.042921, -0.046436], [-5.638323, -0.437731, 0.421274], [0.444701, -2.507530, -1.203662], [1.783121, 0.979163, 1.504505], [2.439430, 3.557033, 1.293364], [0.021333, 3.102719, 0.788384], [-2.769474, 0.021735, -1.770562], [2.452869, -3.117503, -0.127905], [3.122513, 1.631179, -2.763477], [4.697093, 0.419004, -0.155509], [4.585822, 2.087969, 1.126347], [-5.557907, 0.427955, 1.094337], [3.899801, 4.316570, -0.558986], [3.470721, -6.112035, -0.130841], [-1.443093, 0.041896, 0.647166], [1.972988, -0.486784, 1.340521], [1.651271, 4.764872, 0.272551], [-2.819240, -0.095103, 0.628126], [-1.399467, 0.161108, -1.738975], [4.359083, 1.633112, 0.183113], [-8.018957, -0.834570, 1.141582], [-7.130008, -1.456810, -0.722766], [-0.925458, 0.044566, 1.596197], [2.017002, 3.737774, 0.304838], [3.752287, -2.872582, 0.259550], [-9.041117, -0.955200, 0.793125], [5.403720, -4.326617, 0.576609], [-0.850254, 0.245914, -2.664730], [3.597101, 1.379961, -1.836425], [-7.735119, -1.729660, 1.690504], [3.107007, 3.587424, -0.761987], [1.163803, 0.478903, -1.496341], [1.448718, -0.874961, 0.160771], [1.354488, -2.205776, -0.451877], [-5.306490, -1.334688, 0.962281], [3.679739, 2.267560, -0.800672], [4.385741, -4.128149, 0.311288]], "forces_ev_per_a": [[-0.1, 0.0, -0.1], [0.0, 0.3, 0.1], [-0.1, 0.1, 0.0], [-0.1, 0.0, 0.1], [0.0, 0.0, 0.1], [-0.1, 0.1, -0.2], [0.0, -0.1, 0.0], [0.0, 0.2, 0.1], [0.0, 0.0, 0.3], [0.0, -0.2, -0.2], [0.3, 0.1, -0.1], [-0.6, -0.1, -0.2], [0.0, 0.0, -0.2], [0.1, 0.0, 0.1], [0.1, 0.3, 0.3], [0.0, 0.0, -0.1], [-0.1, 0.0, -0.1], [-0.1, 0.1, 0.1], [0.3, 0.0, 0.1], [-0.2, -0.4, -0.1], [0.8, 0.1, 0.2], [-0.3, 0.0, 0.1], [0.1, 0.1, 0.1], [0.0, 0.0, -0.1], [0.0, 0.1, 0.0], [0.0, 0.0, -0.1], [-0.3, 0.0, 0.1], [0.8, 0.3, 0.2], [-0.1, 0.1, -0.2], [0.3, -0.3, 0.4], [0.0, 0.2, 0.2], [0.0, -0.1, 0.0], [-0.1, -0.1, -0.1], [-0.1, -0.1, 0.0], [0.1, 0.1, -0.3], [-0.2, -0.2, -0.5], [0.0, 0.0, 0.0], [-0.3, -0.1, 0.1], [0.0, 0.0, 0.2], [0.1, 0.2, 0.1], [0.2, 0.0, -0.2], [0.0, 0.0, -0.1], [0.0, 0.0, 0.1], [0.0, -0.2, -0.3], [-0.8, 0.0, -0.3], [-0.1, 0.0, 0.1], [0.2, -0.1, 0.0], [0.1, 0.0, -0.1], [0.0, -0.2, -0.3], [0.0, -0.1, 0.1], [-0.3, 0.6, 0.3], [0.0, 0.0, 0.1], [0.1, 0.3, 0.5], [0.0, -0.3, -0.1], [0.0, 0.1, 0.0], [0.3, -0.3, -0.1], [-0.2, -0.5, -0.1]], "lowdin_charge": [0.130, 0.090, -0.183, 0.104, 0.135, -0.151, 0.006, 0.122, 0.074, 0.100, -0.265, 0.078, -0.043, 0.127, -0.105, 0.113, 0.118, 0.072, -0.231, -0.176, -0.102, -0.227, 0.127, -0.411, 0.100, 0.135, 0.009, -0.187, 0.117, 0.073, 0.134, 0.132, 0.128, 0.124, -0.006, -0.187, 0.118, -0.002, -0.023, -0.176, -0.110, 0.114, 0.125, -0.141, 0.000, 0.070, 0.103, 0.118, -0.082, 0.072, -0.128, 0.147, -0.025, -0.271, 0.134, -0.080, -0.038], "homo_ev": -8.25, "relative_energy_ev": 2.063, "smiles": "CCCOc1ccc([C@@H]2C(C(=O)c3ccco3)=C(O)C(=O)N2CCCn2ccnc2)cc1", "e_tot_ha": -1470.018838}